Entry 1:
Here is the molecule C4H7N3 at a distorted geometry from the Open Molecules 2025 dataset. Energies are from the ωB97M-V functional and the def2-TZVPD basis.

XYZ file:
```
14
Properties=species:S:1:pos:R:3:mulliken_charge:R:1
C 1.2709 -0.9379 1.5716 -1.362
C 0.3648 0.0568 0.8611 -0.280
N -0.0978 -0.5013 -0.4123 -0.160
C -1.0642 0.0218 -1.1476 0.299
N -1.5679 1.2696 -1.0200 -0.415
C -1.4642 0.8023 -2.4478 0.240
N -1.5155 0.9954 -3.6142 -0.532
H 2.1931 -1.1063 1.0058 0.355
H 0.7639 -1.8996 1.7078 0.373
H 1.5448 -0.5623 2.5610 0.360
H 0.8986 0.9987 0.6847 0.296
H -0.5137 0.2827 1.4791 0.326
H 0.2025 -1.4358 -0.6525 0.253
H -1.0153 2.0159 -0.5767 0.250
```

Summary:
Energy relative to the best compared isomer or geometry (same formula, charge and spin)   3.796 eV
Spin multiplicity   1

Entry 2:
Here is a 5-piece molecular cluster, C21H36I2N5O6 overall at a distorted geometry from the Open Molecules 2025 dataset. Energies are from the ωB97M-V functional and the def2-TZVPD basis.

XYZ file:
```
70
Properties=species:S:1:pos:R:3:mulliken_charge:R:1
C -3.7673 -5.1889 1.3978 -1.348
C -2.8709 -3.9973 1.4343 0.309
I -0.9188 -4.4441 0.7898 0.179
C -3.2142 -2.7692 1.8123 -0.916
I -5.1142 -2.2705 2.5344 0.181
C -2.2736 -1.6443 1.7446 -0.334
C -1.8996 -1.0967 0.5285 0.099
C -1.0225 -0.0288 0.4970 1.244
C -0.6337 0.4963 -0.8435 -0.082
O -0.2129 -0.2355 -1.6679 -0.440
O -0.7694 1.8348 -1.0007 -0.413
C -0.5269 0.5014 1.6768 -0.588
C -0.9311 -0.0618 2.8614 -0.543
N -1.7844 -1.1030 2.8683 0.215
H -4.6591 -5.0396 1.9888 0.478
H -4.0156 -5.3807 0.3589 0.338
H -3.2234 -6.0471 1.7748 0.384
H -2.2768 -1.5196 -0.3831 0.623
H -1.4677 1.9680 -1.6652 0.264
H 0.1684 1.3162 1.6759 0.568
H -0.5840 0.3027 3.8108 0.447
H -2.0664 -1.4829 3.7629 0.304
C -4.0950 4.8027 -4.8816 -1.313
C -3.6119 4.0330 -3.6787 0.879
O -3.6085 2.8095 -3.6460 -0.642
N -3.1721 4.7422 -2.6076 -0.086
C -3.0920 6.1836 -2.4386 -0.847
H -4.4091 4.0949 -5.6414 0.287
H -4.9422 5.4361 -4.6176 0.371
H -3.2952 5.4233 -5.2865 0.361
H -2.8808 4.1542 -1.8450 0.113
H -2.0593 6.4805 -2.2510 0.291
H -3.7022 6.4939 -1.5895 0.297
H -3.4451 6.6946 -3.3265 0.316
C 4.7170 0.4322 1.5462 -1.532
C 3.2831 0.7191 1.2011 1.059
O 2.3599 0.4240 1.9616 -0.608
N 3.0419 1.2975 -0.0019 0.058
C 4.0055 1.6668 -1.0272 -1.011
H 4.7582 -0.0581 2.5134 0.305
H 5.1507 -0.2307 0.7959 0.411
H 5.2904 1.3590 1.5956 0.351
H 2.0692 1.4666 -0.1949 -0.009
H 3.9404 2.7340 -1.2358 0.311
H 3.7922 1.1210 -1.9468 0.322
H 5.0139 1.4356 -0.7058 0.385
C 3.5922 4.7443 1.5293 -1.085
C 4.4791 4.3216 2.6760 0.760
O 5.4307 3.5694 2.5263 -0.666
N 4.1886 4.8231 3.9025 -0.169
C 3.1181 5.7307 4.2746 -0.818
H 3.9569 4.2751 0.6234 0.043
H 2.5618 4.4304 1.7030 0.334
H 3.6216 5.8264 1.3997 0.469
H 4.8188 4.5095 4.6240 0.244
H 3.5344 6.6439 4.7011 0.290
H 2.4741 5.2618 5.0204 0.274
H 2.5174 5.9941 3.4113 0.317
C -1.4633 -8.8405 -3.0220 -1.325
C -1.4863 -7.9962 -1.7717 0.852
O -2.5285 -7.6638 -1.2265 -0.615
N -0.2929 -7.5980 -1.2554 -0.043
C 1.0473 -7.8663 -1.7455 -0.867
H -2.4860 -9.0694 -3.3029 0.292
H -0.9844 -8.3025 -3.8407 0.365
H -0.9288 -9.7743 -2.8453 0.372
H -0.4102 -7.0451 -0.4230 0.034
H 1.6228 -8.4004 -0.9880 0.302
H 1.5577 -6.9289 -1.9741 0.277
H 1.0139 -8.4702 -2.6450 0.327
```

Summary:
Total charge   +1
Spin multiplicity   1

Entry 3:
Here is a 16-piece molecular cluster, C22H42BrCl30I2 overall at a distorted geometry from the Open Molecules 2025 dataset. Energies are from the ωB97M-V functional and the def2-TZVPD basis.

XYZ file:
```
97
Properties=species:S:1:pos:R:3:mulliken_charge:R:1
C 2.9068 -3.1456 0.1437 -1.024
C 2.8430 -1.8589 0.9885 -0.240
C 1.8006 -0.7768 0.5979 0.406
Br 1.5940 -0.7492 -1.4167 -0.330
C 0.5029 -0.7297 1.3330 -1.218
C -0.1613 -2.0840 1.5384 -0.051
I -0.7852 -2.1835 3.6497 -0.111
C -1.4832 -2.3755 0.7838 -0.204
C -2.3387 -1.1549 0.5430 -1.047
I -1.1865 -3.4994 -1.0363 0.011
H 3.7392 -3.0885 -0.5494 0.418
H 3.0860 -3.9946 0.8051 0.234
H 1.9844 -3.3506 -0.3821 0.160
H 2.6143 -2.1177 2.0188 0.212
H 3.8295 -1.3965 0.9708 0.195
H 2.2582 0.1875 0.7751 0.124
H 0.7953 -0.3651 2.3143 0.079
H 0.4921 -2.9559 1.4305 0.168
H -2.0591 -3.0682 1.3852 0.424
H -1.8601 -0.4839 -0.1590 0.328
H -2.4389 -0.6269 1.4884 0.156
H -3.3339 -1.4606 0.2268 0.445
C 5.0918 2.0197 1.6461 -0.095
Cl 4.1287 1.2610 2.9165 -0.144
Cl 4.3888 1.7944 0.0374 -0.148
H 5.1537 3.0819 1.8444 -0.042
H 6.0809 1.5774 1.6495 0.301
C 7.5491 5.5166 1.7236 -0.308
Cl 6.6129 4.8270 3.0567 -0.156
Cl 6.7925 5.1851 0.1638 -0.083
H 7.6132 6.5889 1.8608 0.305
H 8.5363 5.0705 1.7313 0.263
C -5.1706 -1.6745 4.0193 -0.536
Cl -5.1552 -2.5630 2.4930 -0.113
Cl -4.7324 0.0240 3.7849 -0.166
H -6.1703 -1.7188 4.4380 0.456
H -4.4549 -2.1286 4.6945 0.344
C 3.3204 1.8616 -3.5388 0.562
Cl 4.7517 2.1169 -4.5583 -0.202
Cl 2.1435 3.1641 -3.7427 -0.119
H 2.8547 0.9244 -3.8154 0.185
H 3.6343 1.8330 -2.5061 -0.381
C -4.6356 0.9003 7.3879 -0.028
Cl -5.4580 -0.6597 7.5303 -0.160
Cl -3.2570 1.0230 8.4870 -0.167
H -4.2813 1.0058 6.3699 0.075
H -5.3428 1.6826 7.6333 0.283
C -8.1184 -0.5331 2.1291 0.427
Cl -8.5805 1.0537 2.7571 -0.162
Cl -9.0972 -1.8266 2.8405 -0.177
H -8.2622 -0.5393 1.0563 0.226
H -7.0801 -0.7146 2.3709 -0.346
C 0.7219 -5.9664 5.0656 -0.375
Cl 1.1980 -5.5632 3.4149 -0.071
Cl -1.0276 -5.8719 5.3034 -0.134
H 1.0397 -6.9802 5.2763 0.329
H 1.1986 -5.2674 5.7422 0.242
C -12.0566 -1.6380 0.1454 -0.173
Cl -10.8687 -0.3698 -0.1657 -0.139
Cl -12.6294 -2.3978 -1.3453 -0.166
H -11.5912 -2.3954 0.7645 0.194
H -12.9041 -1.1957 0.6539 0.287
C -4.1813 -6.7442 -2.0796 0.723
Cl -5.2732 -5.5281 -1.4061 -0.146
Cl -4.9342 -7.6487 -3.4078 -0.207
H -3.3000 -6.2474 -2.4729 -0.299
H -3.9178 -7.4432 -1.2964 -0.095
C 3.7159 6.0234 -5.3276 0.118
Cl 2.9499 7.2376 -4.2892 -0.167
Cl 3.8018 6.5603 -7.0113 -0.184
H 4.7222 5.8527 -4.9653 0.216
H 3.1333 5.1129 -5.2767 0.010
C 4.9844 10.3090 -3.6428 0.220
Cl 3.8873 11.4313 -2.8277 -0.171
Cl 6.2523 9.7180 -2.5626 -0.146
H 4.4110 9.4606 -3.9941 -0.161
H 5.4529 10.8257 -4.4713 0.267
C -1.2904 -8.4233 0.3308 -0.106
Cl -2.4701 -7.2861 0.9843 -0.115
Cl -1.9878 -9.4476 -0.9382 -0.145
H -0.4701 -7.8571 -0.0926 0.078
H -0.9427 -9.0624 1.1329 0.309
C 9.3658 5.5474 -3.3596 -0.304
Cl 8.1732 6.8239 -3.0926 -0.083
Cl 9.6185 4.5646 -1.9130 -0.138
H 9.0123 4.9037 -4.1557 0.266
H 10.3075 6.0080 -3.6313 0.269
C -0.7306 7.3015 -3.7326 -0.144
Cl -0.5843 5.5439 -3.6948 -0.117
Cl -2.2881 7.8308 -4.3873 -0.178
H -0.6388 7.6754 -2.7202 0.296
H 0.0584 7.6983 -4.3590 0.140
C -0.2479 -6.4092 -4.1577 -0.395
Cl -1.5607 -5.2808 -3.8215 -0.160
Cl 0.1605 -7.3646 -2.7274 -0.116
H -0.5523 -7.0764 -4.9547 0.345
H 0.6275 -5.8391 -4.4441 0.299
```

Summary:
Total charge   -1
Spin multiplicity   1

Entry 4:
Here is the molecule C10H18O3S at a distorted geometry from the Open Molecules 2025 dataset. Energies are from the ωB97M-V functional and the def2-TZVPD basis.

XYZ file:
```
32
Properties=species:S:1:pos:R:3:mulliken_charge:R:1
C -1.1471 1.1777 -3.1185 -1.419
C -2.0124 0.7763 -1.8815 0.268
C -2.8682 -0.4137 -2.2548 -1.440
C -1.2511 0.4884 -0.5128 -0.756
C 0.1317 0.2941 -0.4973 0.020
C 1.0831 -0.1229 0.5395 0.550
C 0.7916 -0.0263 2.0225 0.738
C 0.6432 1.4384 2.5085 -1.550
C -0.2807 -0.9810 2.5863 -1.285
C 2.7833 -0.1633 0.1561 -0.589
O 3.7200 0.0173 1.1028 -0.562
S 1.8213 -1.6627 -0.0343 1.006
O 1.5429 -2.2323 -1.2971 -0.637
O 2.3994 -2.4819 1.0039 -0.655
H -0.5731 2.0941 -2.8825 0.340
H -1.7960 0.9696 -3.9757 0.393
H -0.4174 0.4266 -3.0605 0.387
H -2.5780 1.6393 -1.5833 0.346
H -3.3633 -1.0174 -1.5026 0.398
H -2.1861 -1.0838 -2.7485 0.365
H -3.6652 -0.2570 -2.9659 0.399
H -1.9879 0.2574 0.1815 0.472
H 0.7486 0.1220 -1.4050 -0.068
H 1.7245 -0.4607 2.4686 0.106
H 1.2434 2.1036 2.0636 0.532
H 0.9121 1.6036 3.6560 0.316
H -0.3964 1.8828 2.5028 0.310
H 0.0837 -1.9548 2.2411 0.398
H -1.2814 -0.9524 2.0789 0.154
H -0.4202 -1.0886 3.6254 0.446
H 2.8267 0.3959 -0.7449 0.604
H 3.7689 -0.7882 1.7276 0.411
```

Summary:
Structure (SMILES)   CC(C)/C=C/[C@]1(C(C)C)[C@@H](O)S1(=O)=O
Energy relative to the best compared isomer or geometry (same formula, charge and spin)   3.890 eV
Spin multiplicity   1

Entry 5:
Here is the molecule C6H15N at a distorted geometry from the Open Molecules 2025 dataset. Energies are from the ωB97M-V functional and the def2-TZVPD basis.

XYZ file:
```
22
Properties=species:S:1:pos:R:3:mulliken_charge:R:1
C 1.1919 1.5449 1.5755 -1.053
C 0.4395 1.4571 0.2509 -0.607
N -0.1339 0.1636 -0.1298 0.110
C 0.7257 -1.0027 0.0059 -0.768
C 0.5015 -1.7943 1.3081 -1.096
C -0.7738 0.2780 -1.4603 -0.756
C -2.1448 -0.3822 -1.6842 -1.122
H 1.5743 0.5722 1.8681 0.228
H 1.9535 2.3158 1.5619 0.320
H 0.4955 1.7874 2.3822 0.290
H 0.9337 1.9233 -0.6137 0.452
H -0.4181 2.1458 0.3396 0.382
H 0.5086 -1.6693 -0.8328 0.474
H 1.8009 -0.7846 -0.1084 0.346
H -0.4563 -2.3048 1.3171 0.305
H 1.2832 -2.5611 1.3216 0.340
H 0.6308 -1.1104 2.1369 0.290
H -0.7056 1.3298 -1.7378 0.536
H -0.0709 -0.1989 -2.1618 0.413
H -2.3493 -1.1482 -0.9392 0.289
H -2.9442 0.3479 -1.7664 0.323
H -2.0423 -0.9091 -2.6335 0.301
```

Summary:
Structure (SMILES)   CCN(CC)CC
Energy relative to the best compared isomer or geometry (same formula, charge and spin)   1.346 eV
Spin multiplicity   1

Entry 6:
Here is a 2-piece molecular cluster, C2H4N2S overall at a distorted geometry from the Open Molecules 2025 dataset. Energies are from the ωB97M-V functional and the def2-TZVPD basis.

XYZ file:
```
9
Properties=species:S:1:pos:R:3:mulliken_charge:R:1
C -1.0048 0.2850 1.5286 -0.107
N 0.0292 -0.4266 1.3423 -0.359
C 1.1899 -0.1384 0.7840 0.372
N 2.1571 -0.2639 0.1831 -0.370
H -1.9758 -0.0939 1.9430 0.219
H -1.2103 1.2862 1.4254 0.280
S -0.3504 -0.3666 -2.4492 -0.311
H 0.3628 0.5646 -1.7921 0.111
H 0.8022 -0.8464 -2.9651 0.166
```

Summary:
Structure (SMILES)   C=NC#N.S
Energy relative to the best compared isomer or geometry (same formula, charge and spin)   1.822 eV
Spin multiplicity   1

Number 1: highest occupied orbital energy -0.2911 Ha, E_tot -320.74379 hartree. Number 2: highest occupied orbital energy -0.4143 Ha, E_tot -2142.22798 hartree. Number 3: highest occupied orbital energy -0.1057 Ha, E_tot -17838.57759 hartree. Number 4: highest occupied orbital energy -0.3342 Ha, E_tot -1015.55340 hartree. Number 5: highest occupied orbital energy -0.2983 Ha, E_tot -292.31956 hartree. Number 6: highest occupied orbital energy -0.3558 Ha, E_tot -586.22742 hartree.